This record from the OMol25 dataset describes an isolated molecule of C3H8N2O2S in a non-equilibrium geometry. The level of theory is the ωB97M-V functional and the def2-TZVPD basis.

DFT total energy, Ha: -777.225977
HOMO energy, eV: -8.46
Frontier orbital gap, eV: 9.05
Energy above the lowest of the compared OMol25 structures with the same formula, charge and spin, kcal per mole: 33.4

ORCA input file:
```
! wB97M-V def2-TZVPD RIJCOSX def2/J DEFGRID3
* xyz 0 1
C 0.156 0.579 -1.128
C 0.067 -0.896 -0.853
C 0.065 0.097 1.144
N 0.056 1.098 0.189
N -0.428 -1.115 0.473
O 2.603 0.057 0.424
O 1.858 1.565 2.375
S 1.876 -0.025 1.648
H 1.003 0.956 -1.686
H -0.680 1.015 -1.722
H -0.533 -1.402 -1.604
H 1.057 -1.345 -0.919
H -0.475 0.232 2.100
H 0.797 1.753 0.521
H -1.457 -1.117 0.500
H 2.512 1.710 3.060
*
```